i.
An isolated molecule of C10H10N2O. Source: the OMol25 dataset; level of theory: ωB97M-V/def2-TZVPD.

## Properties
LUMO energy (eV): 0.756
HOMO level (eV): -7.8
Gap between HOMO and LUMO (eV): 8.524
Structure (SMILES): Cn1cc(-c2ccccc2)[nH]c1=O

```
! RIJCOSX wB97M-V def2-TZVPD def2/J DEFGRID3
* xyz 0 1
C 1.9178 -1.1941 -3.1150
N 1.4509 -0.3666 -2.1123
C 0.9063 -0.8170 -0.9233
C 0.3717 0.1802 -0.2405
C -0.6036 0.3058 0.8698
C -1.3422 -0.8886 1.1082
C -2.2349 -0.9266 2.2677
C -2.1598 0.0764 3.2284
C -1.4361 1.2227 2.9118
C -0.6719 1.3372 1.7435
N 0.7641 1.3085 -0.9548
C 1.3926 1.0399 -2.1615
O 1.7926 1.7761 -3.0199
H 2.8022 -1.9713 -2.9449
H 2.3535 -0.6265 -3.9502
H 1.0072 -1.6554 -3.6029
H 1.0192 -1.8084 -0.5302
H -1.2031 -1.8117 0.4575
H -2.7668 -1.8003 2.4807
H -2.7076 0.0186 4.1846
H -1.3828 2.1968 3.4928
H 0.1412 2.1475 1.5327
H 0.5896 2.2565 -0.7222
*
```

---

ii.
An isolated molecule of C10H10N2O. Source: the OMol25 dataset; level of theory: ωB97M-V/def2-TZVPD.

## Properties
LUMO energy (eV): 0.058
HOMO level (eV): -9.0
Gap between HOMO and LUMO (eV): 9.047
Structure (SMILES): CCOc1ncnc2ccccc12

```
! RIJCOSX wB97M-V def2-TZVPD def2/J DEFGRID3
* xyz 0 1
C -2.0325 2.4676 -1.5674
C -2.3796 1.4287 -0.4876
O -1.2282 1.0555 0.1933
C -0.2187 0.2141 -0.3765
N -0.1892 0.1258 -1.7038
C 0.9681 -0.4096 -2.1437
N 1.9082 -0.9836 -1.4119
C 1.5785 -1.2510 -0.0897
C 2.2906 -2.1395 0.7534
C 2.0195 -2.0636 2.0679
C 1.1170 -1.2415 2.7340
C 0.3279 -0.4438 1.9212
C 0.5754 -0.5172 0.5506
H -2.9485 3.1020 -1.7836
H -1.8408 1.9859 -2.5497
H -1.3097 3.2193 -1.4165
H -3.0231 2.0548 0.1125
H -2.8932 0.5020 -0.9650
H 1.2248 -0.2526 -3.1963
H 3.0959 -2.8241 0.4443
H 2.5128 -2.7441 2.7448
H 0.9686 -1.4299 3.8932
H -0.5239 0.1449 2.2768
*
```

---

Most stable: i. Least stable: ii.

---

i.
An isolated molecule of H5N3S2. Source: the OMol25 dataset; level of theory: ωB97M-V/def2-TZVPD.

## Properties
LUMO energy (spin up / spin down) (eV): 0.746 / -2.226
HOMO level (spin up / spin down) (eV): -5.0 / -9.3
Gap between HOMO and LUMO (spin up / spin down) (eV): 5.751 / 7.076

```
! RIJCOSX wB97M-V def2-TZVPD def2/J DEFGRID3
* xyz 0 3
N -0.3842 -1.3216 -0.1244
N 0.8244 0.5825 0.6451
N -0.1845 0.1244 -0.2698
S 2.3977 0.4136 -0.0779
S -1.6070 1.0448 0.0654
H -0.3858 -1.4409 0.9099
H -1.2910 -1.5862 -0.5226
H 0.8432 0.0510 1.5155
H 2.0272 1.3212 -0.9140
H -1.3848 1.5824 -1.1344
*
```

---

ii.
A 2-piece molecular cluster, H5N3S2 overall. Source: the OMol25 dataset; level of theory: ωB97M-V/def2-TZVPD.

## Properties
LUMO energy (spin up / spin down) (eV): 0.732 / -1.769
HOMO level (spin up / spin down) (eV): -7.0 / -9.2
Gap between HOMO and LUMO (spin up / spin down) (eV): 7.721 / 7.430

```
! RIJCOSX wB97M-V def2-TZVPD def2/J DEFGRID3
* xyz 0 3
N 3.7088 0.2632 1.6174
N -3.2401 0.0663 -1.3546
N 2.7964 1.1814 1.7462
S -1.9581 -0.4744 -0.3423
S 1.5395 1.1851 0.8098
H 4.5241 0.3403 2.2078
H 3.6650 -0.4638 0.9011
H -3.4813 -0.6705 -2.0106
H -4.0562 0.2824 -0.7901
H -1.1417 0.5516 -0.5945
*
```

---

Most stable: ii. Least stable: i.